1.
{
  "formula": "C3H10OS",
  "method": "ωB97M-V with the def2-TZVPD basis set",
  "elements": ["C", "C", "C", "S", "H", "H", "H", "H", "H", "H", "H", "H", "O", "H", "H"],
  "positions_angstrom": [[-1.856, 1.079, 1.096], [-1.036, -0.048, 0.416], [-0.096, -0.674, 1.454], [0.598, -2.297, 0.871], [-2.346, 1.680, 0.325], [-1.215, 1.768, 1.648], [-2.620, 0.649, 1.739], [-1.744, -0.834, 0.174], [-0.454, 0.385, -0.390], [-0.633, -0.899, 2.370], [0.778, -0.062, 1.655], [-0.304, -3.052, 1.509], [1.863, 3.296, -4.034], [1.845, 3.071, -3.096], [1.052, 3.801, -4.159]],
  "lowdin_charge": [-0.12, -0.32, -0.57, 0.66, 0.07, 0.07, 0.07, 0.09, 0.10, 0.06, 0.06, -0.16, -0.06, 0.03, 0.03],
  "lumo_ev": 0.57,
  "energy_ev": -16155.6328,
  "multiplicity": 1,
  "e_above_lowest_ev": 0.233
}

***

2.
{
  "formula": "C66H141BrClN18O8",
  "method": "ωB97M-V with the def2-TZVPD basis set",
  "elements": ["C", "C", "N", "C", "C", "N", "C", "C", "H", "H", "H", "H", "H", "H", "H", "H", "H", "H", "H", "C", "C", "N", "C", "C", "N", "C", "C", "H", "H", "H", "H", "H", "H", "H", "H", "H", "H", "H", "C", "C", "N", "C", "C", "N", "C", "C", "H", "H", "H", "H", "H", "H", "H", "H", "H", "H", "H", "C", "C", "N", "C", "C", "N", "C", "C", "H", "H", "H", "H", "H", "H", "H", "H", "H", "H", "H", "C", "C", "N", "C", "C", "N", "C", "C", "H", "H", "H", "H", "H", "H", "H", "H", "H", "H", "H", "C", "C", "N", "C", "C", "N", "C", "C", "H", "H", "H", "H", "H", "H", "H", "H", "H", "H", "H", "C", "C", "N", "C", "C", "N", "C", "C", "H", "H", "H", "H", "H", "H", "H", "H", "H", "H", "H", "C", "O", "C", "C", "N", "H", "H", "C", "C", "O", "C", "H", "H", "H", "H", "H", "H", "H", "H", "H", "H", "H", "H", "H", "H", "C", "O", "C", "C", "N", "H", "H", "C", "C", "O", "C", "H", "H", "H", "H", "H", "H", "H", "H", "H", "H", "H", "H", "H", "H", "C", "O", "C", "C", "N", "H", "H", "C", "C", "O", "C", "H", "H", "H", "H", "H", "H", "H", "H", "H", "H", "H", "H", "H", "H", "C", "O", "C", "C", "N", "H", "H", "C", "C", "O", "C", "H", "H", "H", "H", "H", "H", "H", "H", "H", "H", "H", "H", "H", "H", "Cl", "Br"],
  "positions_angstrom": [[-10.844, -1.373, -0.719], [-11.066, 0.049, -1.184], [-10.254, 0.521, -2.376], [-8.946, 0.785, -2.407], [-8.616, 1.113, -3.672], [-9.766, 0.978, -4.416], [-10.768, 0.715, -3.594], [-9.915, 1.146, -5.922], [-9.885, -1.549, -0.226], [-10.952, -1.968, -1.613], [-11.677, -1.642, -0.079], [-10.903, 0.833, -0.445], [-12.091, 0.101, -1.507], [-8.357, 0.776, -1.523], [-7.700, 1.445, -4.160], [-11.758, 0.437, -3.917], [-9.681, 2.154, -6.220], [-10.954, 0.918, -6.126], [-9.326, 0.362, -6.425], [-5.843, -5.051, 5.334], [-7.006, -4.908, 6.283], [-6.439, -4.923, 7.746], [-5.173, -4.893, 8.138], [-5.157, -4.993, 9.479], [-6.453, -5.212, 9.927], [-7.210, -5.198, 8.801], [-6.865, -5.484, 11.369], [-5.072, -4.343, 5.584], [-6.169, -4.784, 4.326], [-5.430, -6.060, 5.324], [-7.655, -5.796, 6.223], [-7.500, -3.976, 6.100], [-4.361, -4.842, 7.476], [-4.363, -5.057, 10.167], [-8.229, -5.447, 8.623], [-6.552, -4.651, 12.011], [-6.432, -6.429, 11.630], [-7.916, -5.517, 11.296], [7.439, 5.616, 4.104], [6.818, 4.462, 4.843], [6.993, 4.664, 6.284], [8.088, 5.137, 6.968], [7.766, 5.223, 8.271], [6.476, 4.754, 8.391], [6.009, 4.412, 7.174], [5.665, 4.629, 9.699], [8.513, 5.480, 4.162], [7.091, 6.537, 4.514], [7.174, 5.552, 3.035], [7.158, 3.480, 4.554], [5.750, 4.382, 4.669], [9.051, 5.242, 6.542], [8.223, 5.654, 9.115], [5.003, 4.096, 6.865], [4.651, 4.469, 9.365], [5.678, 5.556, 10.273], [6.067, 3.776, 10.285], [13.179, -3.315, -6.636], [12.674, -4.711, -6.483], [11.419, -4.651, -5.651], [11.299, -4.143, -4.428], [10.075, -4.459, -3.948], [9.398, -5.108, -4.939], [10.215, -5.232, -5.972], [7.989, -5.633, -4.757], [13.521, -2.846, -5.706], [12.419, -2.632, -6.977], [14.014, -3.286, -7.372], [13.362, -5.373, -5.992], [12.400, -5.278, -7.336], [12.105, -3.656, -3.903], [9.590, -4.229, -3.025], [9.890, -5.812, -6.823], [7.959, -6.226, -3.851], [7.693, -6.227, -5.573], [7.308, -4.805, -4.704], [3.983, -3.189, 4.933], [4.740, -4.271, 5.597], [6.243, -4.107, 5.629], [7.066, -3.390, 4.781], [8.341, -3.614, 5.145], [8.322, -4.472, 6.196], [7.055, -4.788, 6.467], [9.440, -5.103, 6.871], [4.317, -3.261, 3.879], [4.129, -2.154, 5.315], [2.937, -3.542, 4.924], [4.559, -5.187, 4.964], [4.454, -4.433, 6.631], [6.764, -2.581, 4.096], [9.218, -3.263, 4.634], [6.672, -5.502, 7.203], [8.961, -5.736, 7.576], [10.123, -4.394, 7.290], [9.977, -5.625, 6.136], [9.621, 3.806, -6.993], [9.487, 4.341, -5.522], [8.157, 4.001, -4.987], [7.503, 2.825, -5.116], [6.357, 2.919, -4.428], [6.258, 4.244, -3.934], [7.366, 4.852, -4.315], [5.179, 4.750, -2.980], [8.681, 3.911, -7.536], [9.898, 2.754, -6.931], [10.430, 4.311, -7.478], [9.500, 5.407, -5.447], [10.302, 3.898, -4.965], [7.817, 1.945, -5.651], [5.548, 2.244, -4.238], [7.626, 5.844, -3.976], [5.578, 5.345, -2.187], [4.618, 3.868, -2.576], [4.578, 5.436, -3.559], [-1.362, -2.570, -8.283], [-2.457, -1.538, -8.415], [-1.877, -0.121, -8.314], [-1.474, 0.577, -9.420], [-1.027, 1.747, -9.052], [-1.044, 1.820, -7.661], [-1.626, 0.667, -7.269], [-0.634, 2.923, -6.783], [-0.911, -2.647, -7.301], [-0.621, -2.308, -9.042], [-1.804, -3.579, -8.404], [-3.132, -1.674, -7.597], [-3.075, -1.383, -9.311], [-1.571, 0.256, -10.435], [-0.682, 2.587, -9.653], [-1.846, 0.516, -6.224], [-0.723, 3.878, -7.312], [0.349, 2.762, -6.471], [-1.274, 2.912, -5.905], [-8.296, -10.730, -2.215], [-7.238, -10.300, -3.002], [-7.086, -11.141, -4.157], [-5.685, -11.600, -4.048], [-4.907, -10.352, -3.952], [-4.978, -9.813, -4.793], [-5.341, -9.775, -3.250], [-3.486, -10.488, -3.623], [-2.759, -9.127, -3.932], [-3.549, -8.109, -3.287], [-3.143, -7.861, -1.975], [-8.065, -11.734, -1.835], [-9.254, -10.765, -2.744], [-8.459, -10.119, -1.358], [-7.240, -10.517, -5.057], [-7.876, -11.906, -4.170], [-5.274, -12.149, -4.893], [-5.520, -12.228, -3.209], [-3.066, -11.294, -4.293], [-3.423, -10.773, -2.585], [-2.770, -8.922, -5.013], [-1.728, -9.195, -3.562], [-3.155, -8.819, -1.424], [-3.750, -7.041, -1.617], [-2.065, -7.563, -1.926], [-3.114, 2.752, 7.409], [-2.393, 1.970, 6.401], [-1.086, 1.578, 6.787], [-0.094, 2.716, 7.001], [0.210, 3.457, 5.678], [0.862, 4.210, 5.895], [0.797, 2.819, 5.072], [-0.901, 4.109, 4.911], [-0.195, 5.006, 3.881], [0.762, 5.733, 4.611], [1.527, 6.698, 3.938], [-4.166, 2.831, 7.128], [-2.657, 3.747, 7.431], [-3.174, 2.306, 8.423], [-0.674, 0.909, 6.000], [-1.183, 1.001, 7.718], [0.921, 2.431, 7.413], [-0.482, 3.504, 7.607], [-1.418, 4.745, 5.672], [-1.640, 3.370, 4.546], [-0.911, 5.703, 3.413], [0.287, 4.519, 3.013], [2.247, 6.101, 3.361], [1.934, 7.309, 4.763], [0.879, 7.322, 3.294], [-1.900, -1.469, -0.127], [-0.941, -0.621, -0.701], [-0.827, 0.579, 0.020], [0.150, 0.483, 1.186], [1.619, 0.256, 0.893], [1.904, 0.800, 0.061], [2.179, 0.703, 1.665], [2.062, -1.109, 0.721], [3.522, -0.990, 0.278], [4.256, -0.450, 1.398], [4.703, 0.883, 1.208], [-2.919, -0.999, -0.206], [-1.712, -1.576, 0.934], [-1.890, -2.384, -0.718], [-1.818, 0.843, 0.467], [-0.550, 1.389, -0.686], [-0.109, -0.316, 1.871], [0.141, 1.418, 1.754], [1.509, -1.695, -0.029], [2.068, -1.622, 1.652], [3.723, -0.423, -0.618], [3.823, -2.015, 0.072], [4.443, 1.482, 2.074], [4.317, 1.305, 0.292], [5.806, 0.912, 1.137], [-3.974, 7.631, -1.096], [-4.954, 8.228, -1.901], [-5.961, 8.878, -1.196], [-5.750, 10.411, -1.084], [-6.460, 11.118, -2.197], [-7.461, 11.045, -2.066], [-6.229, 12.114, -2.200], [-6.211, 10.561, -3.597], [-7.528, 10.505, -4.338], [-8.414, 9.761, -3.487], [-9.553, 9.149, -4.218], [-3.058, 7.339, -1.665], [-4.395, 6.787, -0.491], [-3.722, 8.401, -0.412], [-5.969, 8.522, -0.172], [-6.964, 8.699, -1.605], [-4.678, 10.657, -1.115], [-6.189, 10.794, -0.118], [-5.785, 9.551, -3.444], [-5.460, 11.293, -3.905], [-7.362, 10.103, -5.315], [-7.959, 11.485, -4.530], [-9.303, 8.118, -4.518], [-9.855, 9.758, -5.101], [-10.374, 9.156, -3.503], [1.928, 1.817, -1.807], [2.003, 1.570, 4.094]],
  "lowdin_charge": [-0.05, -0.13, -0.03, -0.04, -0.01, -0.07, 0.00, 0.07, 0.08, 0.08, 0.10, 0.13, 0.12, 0.14, 0.14, 0.18, 0.10, 0.10, 0.11, -0.09, -0.09, -0.03, -0.06, 0.00, -0.04, 0.00, 0.08, 0.06, 0.09, 0.10, 0.14, 0.12, 0.12, 0.13, 0.16, 0.12, 0.10, 0.09, -0.05, -0.18, -0.05, 0.01, 0.02, -0.06, -0.01, 0.07, 0.08, 0.09, 0.10, 0.13, 0.12, 0.14, 0.14, 0.17, 0.08, 0.11, 0.12, -0.06, -0.12, -0.02, -0.03, -0.02, -0.08, 0.02, 0.06, 0.08, 0.08, 0.12, 0.14, 0.12, 0.15, 0.13, 0.17, 0.10, 0.08, 0.09, -0.09, -0.17, -0.02, -0.02, -0.02, -0.08, 0.01, 0.06, 0.08, 0.10, 0.10, 0.15, 0.13, 0.14, 0.15, 0.19, 0.10, 0.11, 0.10, -0.04, -0.11, -0.05, -0.03, 0.00, -0.05, -0.01, 0.05, 0.09, 0.07, 0.08, 0.12, 0.13, 0.14, 0.13, 0.18, 0.08, 0.09, 0.09, -0.06, -0.12, -0.02, -0.04, -0.01, -0.06, -0.01, 0.04, 0.08, 0.09, 0.10, 0.11, 0.14, 0.15, 0.16, 0.17, 0.12, 0.08, 0.10, -0.10, -0.21, -0.16, -0.09, 0.03, 0.17, 0.15, -0.08, -0.15, -0.21, -0.11, 0.11, 0.11, 0.09, 0.15, 0.15, 0.15, 0.14, 0.16, 0.13, 0.14, 0.13, 0.09, 0.09, 0.10, -0.05, -0.21, -0.22, -0.08, -0.03, 0.14, -0.15, -0.08, -0.21, -0.25, -0.07, 0.09, 0.07, 0.11, 0.12, 0.13, 0.15, 0.11, 0.14, 0.14, 0.13, 0.12, 0.10, 0.11, 0.10, -0.11, -0.20, -0.24, -0.13, 0.00, -0.04, 0.05, -0.12, -0.18, -0.20, -0.12, 0.10, 0.08, 0.09, 0.13, 0.08, 0.12, 0.09, 0.15, 0.12, 0.10, 0.12, 0.05, 0.06, 0.09, -0.09, -0.20, -0.22, -0.07, 0.05, 0.16, 0.19, -0.06, -0.19, -0.23, -0.02, 0.11, 0.11, 0.07, 0.12, 0.13, 0.15, 0.16, 0.12, 0.15, 0.13, 0.14, 0.09, 0.11, 0.09, -0.39, -0.04],
  "lumo_ev": -11.39,
  "energy_ev": -196400.5213,
  "charge": 9,
  "multiplicity": 1
}

***

3.
{
  "formula": "C46H35AsN7O14PS3Ti",
  "method": "ωB97M-V with the def2-TZVPD basis set",
  "elements": ["Ti", "N", "P", "C", "C", "C", "C", "C", "C", "C", "C", "C", "C", "C", "C", "C", "C", "C", "C", "C", "N", "H", "H", "H", "H", "H", "H", "H", "H", "H", "H", "H", "H", "H", "H", "H", "N", "C", "C", "C", "C", "C", "C", "C", "C", "N", "C", "H", "H", "H", "H", "H", "H", "H", "H", "O", "As", "O", "O", "C", "C", "C", "C", "C", "C", "S", "O", "O", "O", "H", "H", "H", "H", "H", "O", "C", "O", "C", "C", "C", "C", "C", "C", "N", "O", "O", "N", "O", "O", "H", "H", "H", "O", "S", "O", "N", "C", "S", "C", "C", "C", "C", "C", "C", "H", "H", "H", "H"],
  "positions_angstrom": [[-0.255, -1.175, 0.880], [1.279, 0.843, 2.926], [2.094, -0.405, 2.000], [3.480, -0.459, 3.238], [4.200, 0.712, 3.487], [5.214, 0.731, 4.431], [5.530, -0.421, 5.139], [4.819, -1.585, 4.900], [3.795, -1.600, 3.962], [2.996, 0.644, 0.788], [2.605, 1.946, 0.515], [3.350, 2.732, -0.351], [4.489, 2.224, -0.952], [4.859, 0.907, -0.715], [4.118, 0.120, 0.146], [0.018, 1.283, 2.655], [-0.602, 2.207, 3.500], [-1.806, 2.759, 3.115], [-2.334, 2.434, 1.880], [-1.675, 1.504, 1.097], [-0.568, 0.840, 1.520], [1.659, 1.132, 3.811], [3.978, 1.610, 2.924], [5.768, 1.645, 4.609], [6.335, -0.414, 5.864], [5.063, -2.488, 5.447], [3.252, -2.513, 3.775], [1.705, 2.352, 0.948], [3.018, 3.741, -0.560], [5.079, 2.841, -1.619], [5.722, 0.492, -1.221], [4.379, -0.916, 0.315], [-0.134, 2.471, 4.440], [-2.315, 3.461, 3.763], [-3.235, 2.894, 1.503], [-2.083, 1.231, 0.134], [-0.877, -2.689, -1.438], [-2.274, -2.648, -1.445], [-2.988, -3.133, -2.523], [-4.385, -3.137, -2.532], [-5.070, -2.672, -1.446], [-4.381, -2.123, -0.347], [-5.083, -1.592, 0.748], [-4.371, -1.033, 1.772], [-2.984, -0.997, 1.719], [-2.256, -1.474, 0.696], [-2.959, -2.068, -0.340], [-0.483, -2.925, -2.336], [-0.505, -3.285, -0.712], [-2.431, -3.513, -3.370], [-4.915, -3.518, -3.395], [-6.153, -2.671, -1.428], [-6.164, -1.634, 0.761], [-4.867, -0.603, 2.631], [-2.454, -0.590, 2.567], [-1.558, -4.000, 1.707], [-0.853, -3.139, 3.093], [-1.991, -3.288, 4.256], [-0.411, -1.556, 2.757], [0.725, -4.163, 3.559], [0.781, -4.718, 4.836], [1.918, -5.375, 5.265], [3.029, -5.478, 4.429], [2.978, -4.936, 3.158], [1.837, -4.272, 2.728], [1.929, -3.600, 1.077], [2.119, -4.726, 0.203], [3.045, -2.670, 1.109], [0.630, -2.919, 0.821], [-2.468, -4.215, 1.951], [-0.097, -4.613, 5.463], [1.950, -5.815, 6.254], [3.934, -5.960, 4.775], [3.814, -5.000, 2.472], [1.974, -0.258, -2.043], [0.789, -0.153, -1.811], [0.270, -0.414, -0.626], [-0.195, 0.126, -2.908], [0.293, 0.284, -4.197], [-0.610, 0.351, -5.283], [-1.984, 0.268, -5.060], [-2.445, 0.145, -3.766], [-1.564, 0.085, -2.675], [-3.856, 0.045, -3.527], [-4.254, 0.140, -2.367], [-4.612, -0.163, -4.471], [-0.122, 0.426, -6.596], [-0.931, 0.347, -7.559], [1.120, 0.538, -6.765], [1.356, 0.325, -4.372], [-2.677, 0.309, -5.885], [-1.958, -0.031, -1.681], [-4.342, 5.660, -2.626], [-3.428, 4.664, -3.136], [-3.956, 3.787, -4.145], [-2.714, 3.843, -1.915], [-1.421, 4.071, -1.868], [-0.405, 3.549, -0.633], [-0.905, 4.963, -2.951], [0.401, 5.349, -3.201], [0.637, 6.263, -4.219], [-0.413, 6.792, -4.963], [-1.719, 6.381, -4.731], [-1.935, 5.457, -3.734], [1.200, 4.935, -2.602], [1.652, 6.572, -4.438], [-0.212, 7.528, -5.731], [-2.544, 6.782, -5.307]],
  "lowdin_charge": [0.82, -0.10, 1.13, -0.29, -0.09, -0.09, -0.10, -0.08, -0.07, -0.35, -0.11, -0.08, -0.09, -0.08, -0.10, -0.38, -0.02, -0.07, -0.10, -0.21, 0.00, 0.10, 0.11, 0.10, 0.09, 0.10, 0.07, 0.06, 0.09, 0.10, 0.10, 0.09, 0.10, 0.10, 0.11, 0.10, 0.13, -0.24, -0.01, -0.07, -0.05, -0.16, 0.01, -0.02, -0.13, 0.01, -0.13, 0.12, 0.07, 0.12, 0.11, 0.11, 0.12, 0.11, 0.11, -0.24, 0.92, -0.46, -0.54, -0.21, -0.08, -0.08, -0.07, -0.08, -0.27, 0.51, -0.27, -0.34, -0.49, 0.06, 0.10, 0.10, 0.10, 0.12, 0.11, -0.49, -0.19, -0.13, 0.07, -0.15, 0.08, -0.15, 0.01, -0.33, 0.05, 0.05, -0.43, -0.10, -0.09, 0.11, 0.12, 0.09, -0.34, 0.61, -0.31, -0.11, -0.83, 0.70, -0.24, -0.03, -0.08, -0.09, -0.05, -0.21, 0.09, 0.10, 0.09, 0.11],
  "lumo_ev": [3.26, 3.23],
  "energy_ev": -213115.8816,
  "charge": -2,
  "multiplicity": 3
}